The following is a quantum chemistry calculation of a molecular structure, C32H53GeN5O2SSeYb in a non-equilibrium geometry, from OMol25.

Structure (ORCA input):
```
! wB97M-V def2-TZVPD RIJCOSX def2/J DEFGRID3
* xyz 1 2
Yb 7.04 11.15 15.08
C 8.49 14.07 16.65
N 9.06 13.20 15.64
C 9.24 14.04 14.44
C 8.05 14.07 13.51
C 7.95 12.98 12.47
N 8.13 11.56 13.00
C 9.02 10.87 12.37
C 9.56 9.60 12.72
C 10.39 9.03 11.75
C 11.08 7.84 11.98
C 10.93 7.31 13.28
C 10.13 7.91 14.23
C 9.34 9.10 14.01
O 8.52 9.58 14.91
C 10.29 12.37 15.94
C 10.25 11.72 17.35
C 9.31 10.54 17.48
N 7.91 10.95 17.25
C 7.16 11.12 18.28
C 5.91 11.76 18.30
C 5.14 11.64 19.51
C 3.89 12.21 19.67
C 3.34 12.92 18.57
C 4.06 13.15 17.45
C 5.33 12.53 17.21
O 5.84 12.67 16.00
H 9.31 14.71 17.00
H 8.18 13.57 17.51
H 7.76 14.73 16.13
H 10.19 13.68 14.00
H 9.45 15.05 14.74
H 8.03 15.00 12.96
H 7.15 13.93 14.17
H 8.71 13.02 11.63
H 7.01 13.10 12.04
H 9.41 11.19 11.46
H 10.44 9.58 10.79
H 11.79 7.50 11.31
H 11.42 6.38 13.49
H 9.91 7.48 15.23
H 11.18 12.99 15.97
H 10.40 11.55 15.17
H 10.14 12.52 18.09
H 11.25 11.41 17.59
H 9.47 9.95 18.38
H 9.57 9.90 16.70
H 7.53 10.85 19.28
H 5.59 11.11 20.35
H 3.38 11.97 20.54
H 2.37 13.33 18.73
H 3.73 13.75 16.59
C 3.74 10.47 14.77
C 4.24 9.79 16.04
N 5.69 9.46 16.02
C 5.88 8.03 15.68
C 5.38 7.63 14.27
S 6.09 8.66 12.88
C 4.63 9.43 12.16
C 4.52 10.95 12.55
N 4.80 11.15 13.95
H 2.95 11.18 15.07
H 3.25 9.77 14.13
H 3.78 8.77 16.16
H 3.99 10.36 16.95
H 6.06 9.46 16.96
H 5.29 7.40 16.41
H 6.99 7.87 15.76
H 4.29 7.66 14.21
H 5.74 6.66 14.11
H 3.72 8.90 12.44
H 4.69 9.31 11.12
H 3.51 11.41 12.30
H 5.29 11.45 11.92
H 4.78 12.12 14.17
C 4.61 7.72 19.77
Ge 5.88 7.34 21.22
C 5.84 5.52 22.01
C 5.85 8.82 22.57
C 7.71 7.49 20.57
Se 7.87 7.71 18.64
C 9.42 6.56 18.14
H 4.75 7.04 18.95
H 4.73 8.76 19.39
H 3.57 7.66 20.08
H 4.77 5.30 22.16
H 6.30 5.47 22.97
H 6.26 4.79 21.31
H 4.84 9.04 22.89
H 6.23 9.67 22.10
H 6.34 8.73 23.52
H 8.20 6.60 20.91
H 8.32 8.27 21.00
H 10.44 7.05 18.04
H 9.19 6.01 17.21
H 9.59 5.84 18.90
*
```

Values from the calculation:
E_tot   -7710.5101 Eh
Maximum force   0.0631 Eh/bohr
E_HOMO (alpha / beta)   -10.32 / -10.32 eV
Lowest unoccupied orbital energy (alpha / beta)   -2.349 / -2.347 eV

---

The following is a quantum chemistry calculation of a molecular structure, C3H7NO2S in a non-equilibrium geometry, from OMol25.

Structure (ORCA input):
```
! wB97M-V def2-TZVPD RIJCOSX def2/J DEFGRID3
* xyz 0 1
C 0.97 0.38 -0.60
C 0.06 0.61 0.52
C -0.94 -0.48 0.41
H 2.87 -0.97 -0.19
H 0.61 -1.55 -0.04
H 0.40 0.49 -1.55
H 1.91 1.13 -0.47
H 0.50 0.41 1.47
H -1.11 2.22 1.00
H -2.81 -1.42 -0.62
N 1.57 -1.01 -0.63
O -0.61 1.91 0.32
O -0.95 -1.59 0.98
S -2.47 -0.12 -0.59
*
```

Values from the calculation:
E_tot   -721.7844 Eh
Maximum force   0.1133 Eh/bohr
E_HOMO   -9.31 eV
Lowest unoccupied orbital energy   0.064 eV
Energy above the lowest of the compared OMol25 structures with the same formula, charge and spin   467.9 kJ/mol